C32H53HgNO16S6 as an isolated structure at a distorted geometry. Source: OMol25; level of theory: wB97M-V/def2-TZVPD.

```
109
Properties=species:S:1:pos:R:3:mulliken_charge:R:1
Hg -4.97171 -14.42448 20.66932 5.382
C -7.34267 -17.65128 22.45795 -0.818
C -7.82488 -18.80393 21.85715 0.216
C -7.17835 -19.26355 20.60811 0.947
O -7.60984 -20.33431 20.00645 -0.809
C -6.09287 -18.68195 20.09429 -1.635
C -5.63047 -17.35858 20.62907 0.478
C -6.25414 -16.88444 21.95951 0.402
O -5.80673 -15.78482 22.36624 -0.528
O -4.80251 -16.68500 20.06908 -0.236
O -8.88719 -19.29716 22.46939 -0.758
H -7.82337 -17.39113 23.38943 0.477
H -5.59412 -18.98889 19.18686 0.276
C -0.26145 -12.53360 19.38264 -1.458
C -1.62393 -12.61649 19.91228 0.311
N -2.68565 -12.58792 20.40484 0.153
H 0.30050 -11.65013 19.68562 0.381
H -0.47184 -12.40588 18.32080 0.354
H 0.34963 -13.42967 19.49097 0.284
C -9.84116 -14.21680 23.86771 -0.761
C -10.68100 -13.03811 23.32195 -0.627
C -9.99686 -12.72657 21.98389 -0.824
S -8.14221 -12.85313 22.31457 0.469
O -7.70284 -11.58487 22.91534 -0.808
O -7.40219 -13.31662 21.16969 0.216
C -8.30120 -14.07295 23.68236 0.515
H -9.97833 -15.20710 23.43344 0.352
H -10.01646 -14.30939 24.93953 0.381
H -10.60632 -12.11900 23.90313 0.299
H -11.76584 -13.14248 23.34027 0.384
H -9.96923 -11.70661 21.60045 0.551
H -10.24818 -13.49127 21.24892 0.181
H -7.70186 -13.74342 24.53106 0.496
H -7.82623 -14.90974 23.17022 -1.009
C -1.28074 -17.80582 23.30839 -0.917
C -1.00392 -16.61442 24.21563 -0.473
C -0.56927 -15.54765 23.24436 -1.147
S -1.65901 -15.69033 21.76193 1.104
O -0.84121 -15.74569 20.57873 -0.845
O -2.90717 -14.90931 21.81795 -0.252
C -2.13035 -17.34118 22.18210 -0.514
H -1.84863 -18.55012 23.86661 0.428
H -0.34206 -18.29115 23.04111 0.307
H -0.51830 -17.03967 25.09395 0.379
H -1.93169 -16.27581 24.67681 0.251
H 0.38971 -15.80595 22.79521 0.433
H -0.54654 -14.51425 23.59030 0.504
H -2.22239 -17.93829 21.27486 0.561
H -3.15816 -17.26468 22.53684 0.014
C -8.97969 -14.97409 16.50296 -0.574
C -8.64849 -16.53635 16.50583 -0.385
C -8.59932 -17.03202 18.00229 -0.722
S -8.42350 -15.48150 19.01693 1.418
O -6.99561 -15.11754 19.04948 -0.609
O -9.16955 -15.63343 20.23982 -0.964
C -9.37709 -14.48352 17.88574 -1.075
H -9.72845 -14.76889 15.73788 0.571
H -8.14029 -14.32164 16.26251 0.011
H -7.65453 -16.68026 16.08224 0.056
H -9.33012 -16.99617 15.79026 0.347
H -7.77886 -17.67879 18.31314 0.085
H -9.53109 -17.52224 18.28440 0.480
H -9.46071 -13.40553 18.02373 0.273
H -10.36825 -14.91450 18.02701 0.573
C -5.06190 -9.23442 18.64148 -0.207
C -6.45824 -8.98590 19.02398 -0.954
C -7.11009 -10.26124 19.64317 -0.283
S -6.17841 -11.55413 18.77766 1.366
O -7.01180 -12.23763 17.87259 -0.914
O -5.45902 -12.39170 19.68052 -1.142
C -4.94494 -10.54779 17.89474 -0.920
H -4.47565 -9.36330 19.55132 0.115
H -4.58708 -8.42638 18.08497 0.458
H -7.18777 -8.64351 18.29004 0.346
H -6.55467 -8.14807 19.71451 0.418
H -8.16348 -10.42633 19.41685 0.491
H -7.11736 -10.46900 20.71316 -0.074
H -5.30046 -10.62907 16.86756 0.515
H -3.93482 -10.95081 17.82171 0.211
C -2.59358 -16.71996 15.74452 -0.706
C -3.94547 -16.01602 15.19154 -0.942
C -4.59505 -15.19036 16.27087 -0.077
S -3.26762 -14.55689 17.35493 0.642
O -3.73536 -14.59075 18.74190 -0.751
O -2.79948 -13.37029 16.74840 -0.857
C -2.14238 -16.01367 17.11974 -0.541
H -1.72920 -16.63216 15.08631 0.284
H -2.85105 -17.77277 15.86023 0.326
H -4.73818 -16.70269 14.89459 0.419
H -3.65577 -15.46329 14.29786 0.339
H -5.03529 -15.90951 16.96160 -0.316
H -5.35355 -14.46949 15.96571 0.657
H -2.23616 -16.69685 17.96388 0.107
H -1.10693 -15.67337 17.13117 0.575
C -2.05185 -10.73234 23.47027 -0.606
C -3.15340 -9.69392 23.16853 -0.897
C -4.40609 -10.39363 22.57266 -0.116
S -4.51267 -12.09508 23.47562 0.677
O -4.94648 -13.05077 22.43080 -0.887
O -5.20505 -12.02181 24.74602 -0.802
C -2.75019 -12.08569 23.91497 0.022
H -1.44224 -10.28065 24.25287 0.388
H -1.60338 -10.87673 22.48736 0.113
H -2.74380 -8.92790 22.51009 0.428
H -3.27720 -9.06275 24.04853 0.335
H -4.40384 -10.68930 21.52353 -0.549
H -5.46029 -10.11786 22.54590 0.689
H -2.21822 -12.92869 23.47401 -0.613
H -2.70541 -12.45801 24.93843 0.681
```

Summary:
Charge   0
Highest occupied orbital energy   -0.21072 hartree
Energy   -137470.7045 eV